No. 1
94
Properties=species:S:1:pos:R:3:forces:R:3 method="wB97M-V/def2-TZVPD" spin_multiplicity=1 homo_energy_ev=-8.422 charge=0 e_tot_ha=-2241.6380 orbital_gap_ev=8.2
O -2.542 -3.740 1.892 -0.5 -0.1 1.7
O 0.097 -0.756 3.156 -1.0 1.1 -1.7
O -2.393 -2.781 -0.051 -0.1 2.5 1.0
O 1.201 -0.661 1.028 -0.9 1.2 0.7
N 6.596 0.113 -2.204 1.3 2.0 -0.2
N 8.282 3.159 4.478 -2.1 1.0 1.8
N -5.293 1.749 1.283 0.3 -0.4 -0.3
N -9.719 3.069 -3.753 -0.1 1.0 -0.4
N 6.681 5.076 0.133 -0.1 -0.2 -1.7
N -1.452 -8.706 3.484 -0.5 -2.8 0.4
N 4.575 2.683 1.534 -1.8 0.6 1.4
N -4.401 2.915 -4.019 -1.5 -2.4 -0.7
N -8.238 3.744 0.021 -1.6 -0.3 2.5
N -0.615 3.071 0.058 -0.4 0.3 2.6
N -2.602 -1.490 1.969 -0.7 2.5 -1.5
N 5.989 -5.324 -1.430 -0.3 3.0 0.2
N -1.164 0.165 1.136 1.0 -0.3 0.4
N -3.386 0.388 0.476 1.4 0.1 3.0
N -3.155 -5.826 -4.543 -0.4 -0.6 -2.9
C -0.506 2.888 -1.051 0.4 -0.5 -3.4
C 6.932 5.464 2.703 -0.2 -0.1 -0.5
C -3.840 -1.410 2.791 0.3 0.7 1.4
C 5.543 -2.207 -2.727 0.1 0.5 0.1
C -4.355 0.059 2.788 -0.2 -1.3 -0.2
C 6.479 1.824 -0.032 -0.8 0.3 0.3
C -2.986 -5.585 -3.456 0.5 0.7 3.5
C -2.982 5.000 -3.363 -0.3 -0.4 -0.2
C -1.244 -7.610 3.329 0.7 3.4 -0.4
C 6.786 5.237 1.251 0.2 0.5 2.3
C 6.105 -0.876 -2.428 -1.3 -3.3 -0.8
C 5.369 2.247 0.856 2.5 -0.7 -1.8
C 9.093 2.773 3.801 2.6 -1.3 -2.2
C -4.631 0.437 1.310 -2.1 -0.3 0.8
C -0.357 2.648 -2.501 0.0 0.1 0.4
C -2.518 -2.728 1.203 1.1 -3.5 -2.3
C 10.157 2.266 2.910 -0.4 0.2 0.3
C -2.372 -0.325 1.186 -1.5 0.0 -0.7
C 1.926 0.611 1.193 -0.7 -0.2 0.3
C -3.785 3.814 -3.735 2.0 2.9 0.8
C -2.765 -5.267 -2.028 -0.2 -0.1 -0.6
C -9.307 0.648 -2.851 0.0 0.4 -0.2
C -9.534 2.017 -3.358 0.2 -1.6 0.6
C 6.233 -7.904 -1.662 0.0 0.5 0.1
C -6.751 3.944 -2.115 -0.5 0.0 0.6
C 6.087 -6.439 -1.531 0.4 -3.6 -0.3
C -7.600 3.829 -0.903 2.1 0.3 -3.1
C -0.969 -6.172 3.126 -0.1 -0.6 0.0
B 0.062 -0.424 1.810 1.3 -2.0 0.3
H 2.651 0.735 0.367 -0.5 0.0 0.6
H 6.225 -2.982 -2.382 -0.1 0.0 0.1
H -5.741 4.229 -1.827 -0.1 -0.1 0.1
H -0.769 -0.469 3.490 0.3 -0.5 0.5
H -6.262 1.644 0.986 0.3 0.2 -0.2
H -3.530 -1.633 3.846 -0.4 -0.2 -0.9
H 7.097 2.697 -0.240 -0.1 0.0 0.0
H -3.240 -6.022 -1.403 0.0 0.0 0.0
H 7.086 1.061 0.453 -0.1 -0.1 0.0
H -1.248 -5.613 4.017 0.0 0.0 -0.1
H 10.728 1.492 3.420 0.0 0.0 0.0
H 5.403 -2.311 -3.802 0.0 0.0 0.0
H 7.967 5.706 2.937 0.0 0.0 0.0
H 10.827 3.080 2.634 0.0 0.0 0.0
H -10.260 0.179 -2.614 0.0 0.0 0.0
H 6.113 1.423 -0.992 0.1 0.5 0.9
H -4.633 -2.132 2.480 0.8 0.6 0.0
H -7.162 4.701 -2.782 -0.1 -0.1 0.0
H 5.286 -8.344 -1.964 0.0 0.0 0.0
H -0.983 1.024 0.611 -0.3 -0.3 -0.1
H 4.582 -2.332 -2.228 0.1 0.0 0.0
H -5.345 2.109 2.232 0.1 0.1 -0.3
H -3.633 0.745 3.304 -0.4 -0.4 -0.6
H 6.987 -8.133 -2.414 0.0 0.0 0.0
H 0.036 1.647 -2.671 0.0 0.0 0.0
H -3.583 5.676 -2.756 0.0 0.0 0.0
H 0.092 -6.021 2.931 0.0 0.0 0.0
H 1.127 1.407 1.177 1.2 0.0 -0.1
H 9.715 1.847 2.007 0.0 0.0 0.0
H -8.694 0.684 -1.951 0.0 0.0 0.0
H 6.537 -8.333 -0.709 0.0 0.1 0.0
H 6.645 4.567 3.247 0.0 0.0 0.0
H -3.191 -4.293 -1.793 0.1 0.0 0.1
H -2.108 4.692 -2.792 -0.1 0.1 0.0
H 0.329 3.379 -2.927 0.0 0.0 0.1
H -5.301 0.071 3.385 0.7 0.1 -0.6
H -1.544 -5.798 2.279 0.0 0.1 0.1
H -1.326 2.738 -2.993 0.1 -0.1 0.1
H -2.656 5.522 -4.261 0.0 0.0 0.0
H -6.717 2.992 -2.640 0.0 0.1 0.0
H -8.795 0.054 -3.608 0.0 0.0 0.0
H -1.698 -5.247 -1.814 -0.1 0.1 0.0
H 6.293 6.290 3.014 0.0 0.0 -0.1
H -5.364 -0.301 0.893 0.9 0.4 0.3
H 2.389 0.604 2.203 0.1 0.2 -0.8
H -3.062 1.366 0.487 -0.3 -0.2 -0.7



No. 2
10
Properties=species:S:1:pos:R:3:forces:R:3 method="wB97M-V/def2-TZVPD" spin_multiplicity=1 relative_energy_kj_mol=0.0 homo_energy_ev=-20.965 charge=+3 e_tot_ha=-328.9040 orbital_gap_ev=7.1
Ba -3.680 0.839 0.285 0.0 0.0 0.0
O -0.689 0.031 0.112 -1.6 -2.2 -1.1
O 3.882 0.993 0.608 -0.3 0.4 1.5
C 0.042 -0.832 -0.324 0.9 3.6 1.5
C 1.265 -1.167 -0.469 1.5 0.0 -0.2
C 2.802 0.451 0.323 -4.5 1.4 -0.2
C 2.563 -0.851 -0.251 -0.5 -2.6 1.2
H 1.700 1.002 0.580 3.5 -0.6 -1.0
H 4.528 0.461 1.118 1.0 -0.2 -0.8
H 3.319 -1.627 -0.074 0.1 0.2 -0.9



No. 3
63
Properties=species:S:1:pos:R:3:forces:R:3 method="wB97M-V/def2-TZVPD" spin_multiplicity=2 homo_energy_ev="-16.659 / -16.659" charge=+3 e_tot_ha=-3306.3803 s2=0.75 orbital_gap_ev="7.6 / 4.3"
Yb -1.074 -0.359 -0.020 -0.2 0.4 1.5
S -0.743 -1.793 -2.146 -0.2 -0.4 -0.5
P -1.868 1.998 1.807 -1.2 0.6 0.1
P 0.830 1.676 -0.526 1.2 0.4 -1.5
P 1.741 1.067 2.285 2.4 1.8 1.3
N -0.904 -1.284 2.239 0.1 -0.1 0.3
C -0.623 1.789 -1.674 -0.7 -0.1 -0.1
C -0.903 -4.370 -5.960 0.0 0.3 0.5
C 1.933 0.554 -1.476 0.0 -0.3 0.1
C -3.520 1.466 1.141 0.2 -0.1 0.0
C -1.871 3.761 1.270 0.3 -0.1 -0.2
C 0.673 -4.586 0.269 0.4 1.3 0.6
C -1.926 -3.452 -5.702 0.3 0.1 0.4
C 1.581 -3.736 0.819 -1.3 -0.1 -0.4
C -1.952 -2.737 -4.490 0.2 0.4 0.0
C -2.396 2.281 3.541 0.3 -0.3 0.2
C -0.930 -2.904 -3.527 -0.3 -1.5 -1.2
C 1.966 0.545 4.050 -1.1 -0.9 0.0
C 0.044 -4.633 -4.960 -0.1 0.3 0.1
C 3.500 0.845 1.773 -0.4 -0.7 -0.9
C 1.739 2.890 2.581 -0.9 -0.1 -0.6
C 0.019 -3.928 -3.744 0.4 0.4 -0.2
C 1.597 3.284 -0.957 -0.2 0.4 0.6
H 0.928 -5.207 -0.581 -0.1 0.4 -0.4
H 3.691 1.296 0.791 0.1 0.0 0.4
H -1.011 4.270 1.736 -0.3 0.0 -0.2
H -1.281 0.894 -1.782 0.3 0.8 -0.4
H -2.801 4.246 1.609 0.4 -0.2 -0.2
H -2.656 -3.273 -6.493 0.0 0.1 0.5
H -1.141 -2.402 -0.972 0.0 -0.9 -0.7
H -0.935 -0.461 2.854 0.0 -0.5 -0.1
H 1.696 3.402 -2.052 0.0 -0.3 0.5
H 1.670 -0.506 -1.328 0.3 0.3 -0.1
H 1.630 3.434 1.633 0.2 0.0 0.4
H 1.860 0.782 -2.548 0.0 0.0 0.3
H 2.583 3.341 -0.476 -0.2 0.1 -0.2
H -1.715 -1.859 2.478 0.2 0.0 0.2
H -3.463 1.246 0.055 -0.3 0.2 0.3
H -0.230 1.943 -2.689 -0.1 0.0 0.2
H 2.687 3.160 3.072 -0.4 -0.1 -0.1
H -2.716 -1.988 -4.311 0.0 -0.1 -0.1
H -1.798 3.842 0.176 0.0 0.2 0.4
H 2.969 0.724 -1.152 -0.3 -0.2 -0.1
H 0.843 -5.345 -5.181 -0.3 0.2 0.4
H 0.879 3.156 3.213 0.4 0.0 0.0
H -0.077 -1.832 2.507 -0.4 0.1 -0.1
H 1.091 0.844 4.652 0.4 -0.1 -0.1
H -2.834 1.367 3.967 0.2 0.3 0.0
H 2.073 -0.551 4.108 0.1 0.4 0.1
H 2.415 -3.327 0.248 0.4 -0.9 0.4
H 4.162 1.278 2.541 -0.4 -0.1 -0.3
H -1.252 2.650 -1.407 0.2 -0.3 -0.1
H 3.687 -0.236 1.681 0.2 0.3 0.1
H 0.963 4.097 -0.575 0.3 -0.1 -0.1
H -4.228 2.298 1.304 0.1 -0.5 -0.2
H 2.885 1.033 4.422 -0.4 -0.1 -0.3
H -3.881 0.572 1.684 0.1 0.4 -0.3
H 0.798 -4.091 -2.998 -0.2 -0.1 -0.3
H -3.149 3.082 3.572 0.2 -0.3 0.0
H -0.831 -4.842 -6.944 -0.1 0.1 0.5
H 1.473 -3.354 1.850 -0.3 0.1 -0.7
H -1.520 2.590 4.128 -0.3 -0.1 0.1
H -0.375 -4.646 0.614 0.9 -0.7 0.5



No. 4
14
Properties=species:S:1:pos:R:3:forces:R:3 method="wB97M-V/def2-TZVPD" spin_multiplicity=1 relative_energy_kj_mol=365.1 homo_energy_ev="-12.156 / -12.156" charge=+1 e_tot_ha=-583.8808 orbital_gap_ev="6.8 / 6.8"
I 0.272 0.311 -2.778 -1.4 0.7 0.7
O 0.809 1.529 1.238 -0.9 0.3 0.0
N 0.305 -0.471 0.147 0.8 -0.3 0.7
C 0.301 0.629 -0.689 -1.2 -2.1 -1.9
C 0.637 0.126 1.494 1.2 -0.3 -2.6
C 0.541 1.744 -0.065 1.4 5.1 0.8
C -0.668 -1.556 0.088 -1.9 3.5 -2.5
H -0.995 -1.554 -0.998 0.2 -0.6 1.3
H 1.667 -0.176 1.739 -1.0 -0.5 1.1
H -1.436 0.455 -2.927 1.5 -0.2 0.0
H 0.670 2.881 -0.303 -0.3 -2.6 -0.2
H -0.252 -2.430 0.359 1.6 -3.0 0.6
H -0.275 -0.053 2.012 0.0 -0.2 1.7
H -1.577 -1.434 0.684 0.0 0.5 0.1



No. 5
19
Properties=species:S:1:pos:R:3:forces:R:3 method="wB97M-V/def2-TZVPD" spin_multiplicity=1 relative_energy_kj_mol=319.9 smiles="[H]/N=C/COC.[H]/N=C/N" homo_energy_ev=-8.516 charge=0 e_tot_ha=-398.4323 orbital_gap_ev=9.5
O -0.963 1.329 -0.201 -0.2 -0.1 -0.4
N -0.090 -1.958 1.182 0.1 0.1 0.2
N 1.692 -0.003 0.028 0.6 0.0 -0.6
N -0.529 -1.378 -0.985 -0.6 -0.7 -0.3
C 0.048 1.291 -1.186 -0.3 0.0 0.3
C -0.953 -1.604 0.201 -0.2 -0.5 -0.5
C -0.473 1.461 1.125 2.4 -0.5 -0.1
C 1.038 0.144 -1.073 1.0 0.5 0.7
H 0.520 0.790 1.202 -2.7 1.3 0.6
H 1.353 -0.283 -2.027 0.0 -0.1 0.1
H -0.108 2.489 1.276 -0.2 0.1 0.1
H -2.009 -1.620 0.488 0.1 0.1 0.0
H 0.863 -1.644 1.022 -0.2 -0.1 0.1
H -0.473 1.235 -2.144 0.1 0.1 0.0
H 2.455 -0.674 -0.041 0.0 0.0 -0.4
H 0.634 2.225 -1.136 0.0 -0.1 -0.2
H -1.322 1.281 1.784 0.3 -0.2 0.1
H -1.269 -1.183 -1.651 -0.2 0.0 0.3
H -0.416 -1.898 2.133 0.0 0.1 -0.1



No. 6
10
Properties=species:S:1:pos:R:3:forces:R:3 method="wB97M-V/def2-TZVPD" spin_multiplicity=1 relative_energy_kj_mol=175.9 smiles="C#CC(=S)C=C" homo_energy_ev=-9.020 charge=0 e_tot_ha=-590.9845 orbital_gap_ev=8.1
S -1.851 0.153 -0.052 -2.9 0.5 -0.2
C 1.610 -1.519 -0.120 3.1 0.9 0.2
C 0.654 1.052 0.037 2.5 2.8 0.3
C -0.307 -0.020 0.060 3.2 -1.1 0.5
C 1.567 1.893 0.058 -2.6 -2.0 -0.8
C 0.348 -1.370 0.146 -1.9 0.2 -0.3
H 2.267 2.683 -0.189 -0.4 -0.5 0.5
H 2.281 -0.615 -0.205 -0.8 -1.2 -0.2
H -0.285 -2.250 0.267 -0.2 0.4 0.1
H 2.113 -2.477 -0.133 -0.2 -0.1 -0.1



No. 7
39
Properties=species:S:1:pos:R:3:forces:R:3 method="wB97M-V/def2-TZVPD" spin_multiplicity=1 relative_energy_kj_mol=228.7 homo_energy_ev=-12.934 charge=+1 e_tot_ha=-861.5661 orbital_gap_ev=10.3
O -2.617 1.076 0.537 1.1 0.6 0.7
O 0.271 -0.839 3.251 -0.3 0.0 -0.2
O 0.184 -3.204 0.917 0.1 0.8 1.4
O -1.287 -0.910 -2.581 -0.1 0.1 0.4
O -0.402 1.730 2.334 -0.4 0.7 0.3
O -3.715 -1.419 0.201 -1.2 -1.5 0.6
O 0.915 -3.265 -1.494 -0.5 0.2 -0.4
O 2.381 -0.985 -1.365 1.3 -0.4 0.6
O 2.794 1.246 1.827 -0.9 -0.2 0.2
N 0.468 0.632 0.039 0.5 1.2 0.8
C 0.622 3.441 -2.472 1.7 2.2 -0.9
C 0.945 2.235 -1.671 -1.9 0.7 0.3
C 0.142 1.940 -0.647 2.1 -2.2 0.0
H 1.466 3.646 -3.189 -1.1 -0.4 0.3
H 1.820 -1.670 -1.730 -1.0 -0.5 -0.6
H 3.161 2.112 1.641 0.5 -0.2 -0.2
H -1.350 1.645 2.168 -0.2 -0.5 -0.3
H -0.049 -0.012 3.659 0.5 -0.5 -0.2
H 0.978 -1.213 3.786 -0.2 0.3 0.3
H -3.533 1.242 0.756 -0.3 -0.2 -0.6
H 0.791 -4.101 -1.950 0.0 0.0 -0.1
H -0.605 2.446 -0.042 0.0 0.2 -1.0
H -0.336 2.682 2.469 0.4 0.1 0.2
H 0.996 -2.838 1.325 -0.3 -0.4 -0.7
H 1.823 1.665 -1.961 -0.4 -0.4 0.2
H 0.712 4.336 -1.833 -0.3 -0.2 0.0
H 3.383 0.538 1.555 0.4 0.4 -0.1
H 1.122 -0.020 -0.447 -0.2 0.4 -0.1
H -4.040 -2.344 0.312 0.9 0.4 -0.6
H 0.158 -3.161 -0.880 0.8 -0.3 -0.1
H -0.344 3.557 -3.000 0.5 -0.7 0.4
H 0.874 0.913 0.958 0.0 -0.6 -0.3
H 3.111 -1.587 -1.090 -0.4 1.0 0.0
H -2.486 0.659 -0.316 -0.8 -0.1 -0.1
H -1.423 -1.727 -2.086 0.0 0.0 -0.2
H -4.457 -1.052 0.700 0.2 0.8 0.0
H -2.176 -0.644 -2.841 0.0 0.0 -0.1
H -0.457 -2.921 1.585 -0.3 -0.1 -0.1
H -0.397 0.180 0.277 -0.4 -0.6 0.1



No. 8
11
Properties=species:S:1:pos:R:3:forces:R:3 method="wB97M-V/def2-TZVPD" spin_multiplicity=1 relative_energy_kj_mol=347.3 homo_energy_ev=-8.167 charge=0 e_tot_ha=-703.3597 orbital_gap_ev=7.6
S 2.290 -0.121 -0.136 2.4 -3.1 3.3
O 0.078 2.123 -0.026 -1.8 1.6 0.7
O -1.522 -0.875 -0.087 1.0 -6.7 0.0
C -0.238 -1.388 -0.167 -0.3 3.3 -0.6
C 0.638 -0.303 -0.261 -4.5 0.3 -0.1
C -0.233 0.874 -0.241 -3.0 -3.4 1.0
C -1.551 0.373 -0.094 0.4 5.6 1.0
H -0.160 -2.424 -0.248 0.2 -1.3 0.0
H 0.932 2.230 -0.321 3.2 1.0 -0.8
H 2.303 -1.243 1.209 0.5 2.7 -3.0
H -2.537 0.754 0.373 1.9 0.1 -1.4